No. 1
Molecular formula: C51H53N3OP3S2Tc
Method: DFT, ωB97M-V/def2-TZVPD

The energy above the lowest of the compared OMol25 structures with the same formula, charge and spin comes out at 0.0 kJ/mol. As for the lowest unoccupied orbital energy (spin up / spin down): -1.98 / -5.03 eV. The calculation puts the HOMO-LUMO gap (spin up / spin down) at 7.7 / 4.6 eV. As for the multiplicity: 4. As for the charge: +1.

```
114
Properties=species:S:1:pos:R:3:forces:R:3:mulliken_spin:R:1
Tc 0.592655 0.532219 0.120569 1.8 0.7 0.8 1.88
C 2.658421 -0.888411 2.529931 -0.7 1.4 -0.7 0.11
P 0.847685 -0.160745 2.503924 0.4 -0.4 0.5 -0.04
C -0.193412 -1.475760 3.232634 0.1 -0.9 -0.4 0.02
C -1.395003 -1.213014 3.910150 -0.2 -0.8 0.0 -0.01
C -2.247090 -2.267292 4.285652 2.3 -0.4 -0.5 0.00
C -1.782142 -3.596199 4.225409 -1.1 0.6 0.4 0.00
C -0.604289 -3.836992 3.594326 2.3 -0.5 -1.4 0.00
C 0.155688 -2.817860 3.010485 -0.6 0.7 -0.2 0.00
C 0.825509 1.002855 3.908680 -0.6 0.8 0.2 -0.01
C 1.368997 0.638405 5.143690 0.7 -0.1 -0.2 0.00
C 1.506455 1.574075 6.162204 0.0 -0.3 0.2 0.00
C 1.075606 2.878611 5.934417 -0.1 -0.5 0.5 0.00
C 0.346431 3.199956 4.818431 -0.6 0.0 -0.6 0.00
C 0.184750 2.254620 3.807726 0.3 -0.5 -0.4 -0.02
C 3.242084 -0.805458 1.150679 -0.8 0.7 -0.2 0.26
C 4.428599 -1.408160 0.618873 -0.1 0.7 -1.5 0.10
C 4.527597 -0.964455 -0.691059 0.5 -0.5 0.9 0.08
C 3.425630 -0.117495 -0.948045 -1.2 1.1 0.4 0.26
C 3.060628 0.733870 -2.149437 -0.2 -1.9 0.5 0.08
P 1.127133 0.847843 -2.306598 0.6 0.4 0.6 -0.04
C 0.886629 2.481824 -3.056740 0.5 1.2 -0.5 0.00
C 1.015601 2.594298 -4.451615 -0.2 0.7 0.7 0.00
C 0.814980 3.836506 -5.076306 0.2 -0.8 0.9 0.00
C 0.672236 4.972906 -4.320360 -0.3 -0.3 0.3 0.00
C 0.639769 4.885884 -2.932876 0.0 -1.2 -0.2 0.00
C 0.681351 3.667829 -2.274642 0.3 -1.5 -0.5 -0.02
C 0.863933 -0.331912 -3.683940 0.9 -1.3 0.9 0.00
C -0.158562 -0.173949 -4.584465 -1.2 1.0 -1.3 0.00
C -0.169828 -0.936775 -5.775163 0.5 -0.5 0.6 0.00
C 0.791881 -1.919289 -5.984725 0.4 -0.1 -0.2 0.00
C 1.801726 -2.151387 -5.020148 -1.2 0.5 0.2 0.00
C 1.786565 -1.432702 -3.822566 -2.0 0.9 -1.7 -0.01
N 2.667336 -0.011819 0.200206 0.4 -0.8 -0.7 -0.04
H 2.712507 -1.885832 2.922064 0.0 -0.4 0.3 0.02
H 3.261617 -0.214203 3.166603 -0.3 -0.3 0.0 0.04
H -1.673657 -0.215252 4.196926 -0.1 0.4 -0.3 0.00
H -3.207606 -2.054468 4.632213 -1.3 0.3 0.8 0.00
H -2.341175 -4.426888 4.659104 0.0 0.4 -0.2 0.00
H -0.121115 -4.806910 3.433137 -0.8 -0.1 0.4 0.00
H 0.951330 -3.071356 2.295660 -0.1 0.0 0.7 0.00
H 1.777895 -0.364965 5.269012 -0.2 0.2 0.1 0.00
H 1.908698 1.250077 7.135453 0.0 0.4 -0.6 0.00
H 1.216650 3.655249 6.648099 0.2 0.3 0.7 0.00
H -0.126292 4.186427 4.780355 0.2 -0.4 -0.3 0.00
H -0.381057 2.472202 2.902967 0.1 0.0 0.1 0.00
H 5.148210 -2.004735 1.116589 0.4 -0.4 0.5 -0.01
H 5.350167 -1.102445 -1.359457 0.2 -0.3 -0.3 0.00
H 3.548307 0.292020 -3.044165 -0.4 0.6 0.4 0.00
H 3.483567 1.696114 -1.895460 -0.1 0.6 -0.3 0.05
H 1.266397 1.717972 -5.022056 -0.1 0.0 -0.3 0.00
H 0.728051 3.899143 -6.126080 0.2 0.0 -1.1 0.00
H 0.511776 5.922342 -4.797046 0.1 0.3 -0.1 0.00
H 0.511515 5.767882 -2.387461 -0.2 1.2 0.9 0.00
H 0.580026 3.515849 -1.187616 0.0 0.5 -0.8 0.01
H -0.956307 0.620558 -4.441002 1.2 -1.0 -0.1 0.00
H -0.882240 -0.775457 -6.567659 -0.4 0.1 0.2 0.00
H 0.737231 -2.553116 -6.899873 0.2 0.7 0.8 0.00
H 2.546845 -2.893401 -5.218691 0.2 -0.5 0.2 0.00
H 2.253532 -1.805193 -2.954948 1.4 0.0 0.7 0.02
S -2.206349 2.275514 -2.421456 0.4 0.2 -0.2 0.00
P -2.857869 1.595817 -0.733606 -0.4 -1.1 -0.5 0.00
S -1.641932 0.617552 0.658973 -0.6 0.6 -0.1 0.06
C -3.688092 2.886806 0.210833 0.8 -0.7 -0.1 0.00
C -2.874039 3.862633 0.763838 -0.3 1.2 -0.3 -0.01
C -3.459978 4.989790 1.310993 -1.1 -1.5 0.5 0.00
C -4.858794 5.045615 1.415993 0.6 1.0 -0.2 0.00
C -5.662628 4.138353 0.760550 -0.6 0.1 0.1 0.00
C -5.047188 3.013623 0.228224 -1.8 -0.6 -0.4 0.00
C -4.006229 0.221743 -1.068787 0.1 -1.2 0.0 0.01
C -3.940516 -0.592405 -2.235593 -0.7 1.4 0.2 0.00
C -4.839751 -1.660775 -2.401719 0.9 -0.3 0.0 0.00
C -5.699623 -2.022745 -1.364778 0.3 0.8 0.4 0.00
C -5.622403 -1.308913 -0.155045 -0.3 -0.2 0.3 0.00
C -4.773931 -0.221294 0.012633 0.0 -0.3 -0.8 0.00
H -1.807799 3.863198 0.666969 0.5 -0.4 -0.1 0.01
H -2.853353 5.728374 1.762724 0.5 0.8 0.4 0.00
H -5.276280 5.864192 1.979426 -0.3 0.3 -0.2 0.00
H -6.753698 4.319563 0.622412 1.0 -0.4 0.5 0.00
H -5.703060 2.203081 -0.127780 0.5 0.5 -0.2 0.00
H -3.289727 -0.234507 -3.049380 -0.3 -0.4 0.4 0.00
H -4.766785 -2.298536 -3.304035 -0.2 0.6 0.5 0.00
H -6.427358 -2.815875 -1.504787 0.2 0.0 0.1 0.00
H -6.221752 -1.582736 0.716647 0.0 -0.2 -0.4 0.00
H -4.669172 0.278660 0.970231 -0.3 -0.1 0.0 0.00
C 1.404856 4.374993 1.725721 -1.1 1.6 -0.1 0.00
C 1.982781 3.066557 1.306184 1.3 -0.3 -0.2 0.00
C 3.406438 3.299327 0.688709 -0.6 -1.1 0.6 0.00
O 1.120395 2.449023 0.373888 -0.5 -1.5 0.6 0.14
H 2.073291 4.960701 2.369505 -0.1 -0.4 0.2 0.00
H 0.389071 4.319108 2.205335 1.0 -0.1 -0.5 0.00
H 1.306144 5.004683 0.827414 -0.2 -0.1 0.1 0.00
H 2.156517 2.478183 2.232306 -0.2 -0.2 -0.5 0.00
H 3.314746 3.779237 -0.307379 0.2 -0.4 0.5 0.00
H 3.916601 2.284401 0.682371 -0.3 1.3 -0.4 0.01
H 3.939110 3.953530 1.393909 0.1 -0.2 -0.4 0.00
N 0.409751 -1.592446 -0.370593 0.1 -0.4 0.1 -0.04
C 0.546028 -2.741646 -0.502970 -0.1 2.1 0.2 0.06
N 0.770022 -3.991855 -0.658477 0.5 -1.3 -0.1 0.01
C 2.173175 -4.464788 -0.790980 0.7 1.0 0.3 0.00
C 2.461406 -5.797347 -0.091057 -0.6 0.6 0.7 0.00
C 1.449386 -6.847425 -0.570818 0.0 -1.3 0.9 0.00
C 0.127147 -6.294817 -1.088217 -1.0 0.1 -0.6 0.00
C -0.295105 -4.960617 -0.451603 -1.1 -0.6 0.3 0.00
H 2.780643 -3.614672 -0.413978 -0.1 -0.7 0.0 0.00
H 2.431616 -4.542147 -1.837144 -0.1 -0.1 -0.5 0.00
H 2.470472 -5.650039 1.011178 -0.2 -0.1 -0.6 0.00
H 3.465148 -6.126973 -0.356252 0.0 0.2 0.0 0.00
H 1.200417 -7.623191 0.198659 0.5 0.9 -0.2 0.00
H 1.968165 -7.447500 -1.317503 -0.3 0.1 -0.4 0.00
H -0.694749 -7.016503 -0.922750 0.4 0.3 0.1 0.00
H 0.162074 -6.189530 -2.179945 0.0 0.3 0.1 0.00
H -0.470638 -5.097980 0.631814 0.2 0.0 -0.3 0.00
H -1.267049 -4.550628 -0.836720 1.0 -0.5 0.0 0.00
```
Forces are in eV/Å.


No. 2
Molecular formula: C17H25N3O2S2
Method: DFT, ωB97M-V/def2-TZVPD

The energy above the lowest of the compared OMol25 structures with the same formula, charge and spin comes out at 212.1 kJ/mol. As for the lowest unoccupied orbital energy: 0.59 eV. The calculation puts the HOMO-LUMO gap at 8.5 eV. As for the SMILES: CN(C)S(=O)(=O)NC[C@H]1CCCN(Cc2cc3ccccc3s2)C1.

```
49
Properties=species:S:1:pos:R:3:forces:R:3:mulliken_charge:R:1
C 0.936852 4.540785 -1.155773 -0.1 0.4 0.3 -0.93
N 1.160522 3.382088 -1.990956 0.0 -0.9 0.5 -0.10
C 0.556884 3.466975 -3.304608 -0.2 -0.2 -0.3 -0.91
S 0.782424 1.973893 -1.173246 1.0 0.5 -0.3 1.33
O 0.905386 0.884023 -2.097878 0.0 0.0 -0.3 -0.70
O -0.439473 2.088777 -0.439645 -0.2 0.1 0.3 -0.66
N 2.048445 1.988279 -0.081727 -0.6 0.3 -0.5 -0.28
C 1.828506 1.157452 1.092666 -0.3 -0.4 0.2 -1.63
C 1.867615 -0.341738 0.778873 0.0 0.0 0.4 2.22
C 3.284506 -0.918379 0.812458 -0.2 -0.1 -0.3 -1.02
C 3.242026 -2.405778 0.463986 0.0 0.0 0.2 -0.55
C 2.253308 -3.135604 1.384048 0.2 -0.1 -0.1 -1.01
N 0.922622 -2.559058 1.394753 -0.2 -0.1 0.1 0.16
C 0.162902 -2.847261 0.180191 0.2 0.0 0.0 -0.59
C -1.218083 -2.291734 0.252780 -0.3 0.0 -0.1 0.42
C -1.670329 -1.137696 -0.289561 0.3 -0.3 0.0 -1.02
C -3.040570 -0.876700 0.003518 -0.4 -0.2 0.3 0.43
C -3.823453 0.216398 -0.368792 0.0 0.0 0.0 -0.57
C -5.141346 0.267319 0.027162 0.0 0.1 -0.1 -0.60
C -5.699806 -0.756979 0.792533 -0.1 -0.1 0.1 -0.47
C -4.943865 -1.843727 1.182180 -0.1 0.0 0.0 -0.53
C -3.615749 -1.895330 0.787237 0.3 -0.1 -0.1 0.32
S -2.453099 -3.139091 1.154540 0.0 0.3 -0.1 -0.32
C 0.986435 -1.152970 1.741278 0.0 0.3 -0.1 -2.15
H -0.130325 4.711732 -0.978580 0.0 0.1 0.0 0.31
H 1.374413 5.415180 -1.635492 0.0 0.0 0.0 0.38
H 1.429263 4.355614 -0.205055 0.0 0.3 0.1 0.28
H 0.677529 2.497271 -3.780287 0.0 0.1 -0.2 0.31
H -0.509540 3.713957 -3.252752 0.0 0.0 0.0 0.33
H 1.076933 4.229073 -3.884784 0.0 0.0 0.0 0.34
H 2.894525 1.742760 -0.575461 0.2 0.0 -0.2 0.28
H 2.574993 1.427483 1.844876 -0.1 0.0 0.0 0.38
H 0.838506 1.438197 1.457274 0.1 -0.1 0.2 0.54
H 1.459849 -0.458832 -0.229981 0.0 -0.1 0.1 -0.12
H 3.933912 -0.388545 0.110193 0.1 0.0 0.0 0.36
H 3.698936 -0.791874 1.817103 0.0 0.1 0.1 0.35
H 2.934998 -2.525611 -0.576788 0.1 0.0 -0.1 0.26
H 4.233066 -2.849746 0.573496 0.0 -0.1 -0.1 0.44
H 2.174112 -4.186142 1.095016 0.0 0.0 0.1 0.43
H 2.625857 -3.094590 2.412985 0.1 -0.1 0.0 0.43
H 0.636644 -2.448340 -0.731241 -0.1 -0.1 0.0 0.22
H 0.116172 -3.937795 0.093903 0.1 0.1 -0.1 0.65
H -1.062945 -0.468354 -0.874372 0.2 0.0 -0.1 0.52
H -3.374966 1.008764 -0.948371 0.0 0.1 -0.1 0.46
H -5.755756 1.110047 -0.254171 0.0 0.1 0.0 0.38
H -6.736650 -0.695834 1.088467 -0.1 0.0 0.0 0.37
H -5.368026 -2.635497 1.780243 -0.1 -0.1 0.1 0.39
H -0.026688 -0.747348 1.751769 0.1 0.0 0.1 0.59
H 1.392529 -1.085516 2.755994 0.0 0.1 0.1 0.31
```
Forces are in eV/Å.